DFT (ωB97M-V with the def2-TZVPD basis set) results for a molecular structure, C36H46As4BrNOTc in a non-equilibrium geometry.

Output
**Calculated total energy**: -13125.71812 a.u.
**Relative energy (zero: lowest compared OMol25 entry of this formula, charge and spin)**: 3.7 kcal per mole
**Kohn-Sham gap (alpha / beta)**: 6.04 / 3.21 eV

Geometry as ORCA input:
```
! wB97M-V def2-TZVPD RIJCOSX def2/J DEFGRID3
* xyz 4 4
Tc -0.432 0.104 0.012
C 4.990 -0.103 1.787
C 3.555 0.289 2.020
C 3.172 1.028 3.142
C 1.855 1.431 3.317
C 0.967 1.068 2.334
Br -0.865 1.577 2.306
N 1.279 0.342 1.260
C 2.565 -0.037 1.109
H 5.588 0.776 1.543
H 5.087 -0.806 0.959
H 5.429 -0.544 2.683
H 3.915 1.314 3.879
H 1.544 2.025 4.166
H 2.795 -0.580 0.199
C -0.582 3.923 -0.422
As -0.052 2.290 -1.303
C 1.803 2.677 -1.687
C -0.789 2.306 -3.105
C -2.296 2.162 -3.393
C -2.432 2.344 -4.918
C -2.819 0.731 -3.118
As -2.499 -0.183 -1.413
C -1.990 -1.937 -2.202
C -4.200 -0.733 -0.684
C -3.142 3.261 -2.711
As -3.900 2.815 -0.949
C -5.715 2.377 -1.517
C -4.277 4.627 -0.345
H -1.542 3.808 0.066
H -0.624 4.708 -1.175
H 0.178 4.179 0.315
H 1.857 3.627 -2.217
H 2.231 1.894 -2.310
H 2.366 2.756 -0.759
H -0.234 1.529 -3.639
H -0.443 3.262 -3.506
H -1.762 1.679 -5.467
H -2.198 3.372 -5.196
H -3.456 2.140 -5.237
H -2.387 0.063 -3.865
H -3.900 0.700 -3.255
H -2.822 -2.631 -2.288
H -1.367 -3.426 -0.912
H -1.499 -1.811 -3.161
H -4.835 -1.066 -1.504
H -4.668 0.087 -0.152
H -4.023 -1.558 0.004
H -3.983 3.531 -3.351
H -2.555 4.173 -2.594
H -5.749 1.483 -2.138
H -6.142 3.207 -2.079
H -6.324 2.209 -0.629
H -3.380 5.118 0.026
H -5.008 4.578 0.459
H -4.692 5.211 -1.164
C -1.967 -6.831 0.737
C -0.730 -6.987 0.121
C 0.137 -5.909 0.018
C -0.257 -4.674 0.533
C -1.504 -4.507 1.153
C -2.356 -5.598 1.250
As 0.900 -3.153 0.471
C 2.611 -3.670 -0.232
C 2.961 -4.006 -1.502
C 4.292 -4.440 -1.748
C 5.241 -4.519 -0.718
C 4.895 -4.177 0.566
C 3.564 -3.741 0.844
C 3.080 -3.371 2.121
C 3.831 -3.449 3.330
C 3.240 -3.114 4.525
C 1.904 -2.696 4.555
C 1.131 -2.600 3.372
C 1.715 -2.925 2.187
H -2.634 -7.680 0.819
H -0.439 -7.950 -0.276
H 1.102 -6.039 -0.455
H -1.804 -3.548 1.562
H -3.318 -5.490 1.734
H 2.255 -3.963 -2.321
H 4.578 -4.724 -2.754
H 6.247 -4.852 -0.939
H 5.634 -4.238 1.353
H 4.859 -3.787 3.317
H 3.800 -3.189 5.448
H 1.444 -2.457 5.507
H 0.095 -2.291 3.433
O -0.989 -2.627 -1.343
C -0.201 -1.757 -0.316
*
```